Entry 1:
Entry from OMol25: C39H33F5IrNOPSSi as an isolated structure (wB97M-V/def2-TZVPD).

E_LUMO (alpha / beta) in eV: -4.20 / -4.37
Spin multiplicity: 1
Energy in eV: -88939.104
Charge: +1

CARTESIAN COORDINATES (ANGSTROEM)
1 Ir 0.0673 0.7833 -0.2031
2 F -1.6870 4.5470 5.1370
3 C -1.0403 4.1461 4.0544
4 C -1.4928 3.0471 3.3448
5 F -2.5634 2.3706 3.7438
6 C -0.7932 2.6688 2.2224
7 F -1.2042 1.5387 1.5559
8 C 0.3390 3.3070 1.7587
9 S 1.1802 2.7554 0.3181
10 C 0.7835 4.3918 2.5053
11 F 1.8781 5.0495 2.1397
12 C 0.1008 4.8135 3.6342
13 F 0.5394 5.8540 4.3267
14 C 3.5966 0.5528 -0.3904
15 Si 2.7645 0.4114 -2.0506
16 C 3.2168 -1.1957 -2.8909
17 C 3.2686 1.8816 -3.0731
18 N 0.9419 0.5049 -1.8671
19 C 0.1220 0.4289 -3.0197
20 C 0.6305 0.0747 -4.2782
21 C -0.1942 -0.0214 -5.3815
22 C -1.5576 0.2216 -5.2703
23 C -2.0956 0.5861 -4.0493
24 C -1.2545 0.7027 -2.9587
25 O -1.6988 1.0658 -1.7017
26 C -2.9350 1.7093 -1.5373
27 C -3.0819 2.9995 -2.0102
28 C -4.2918 3.6424 -1.7965
29 C -5.3185 2.9968 -1.1179
30 C -5.1392 1.7038 -0.6477
31 C -3.9353 1.0435 -0.8604
32 H 4.5817 0.0807 -0.4571
33 H 3.0547 0.0847 0.4305
34 H 3.7448 1.5992 -0.1184
35 H 4.0859 -1.6409 -2.4043
36 H 3.4773 -1.0360 -3.9401
37 H 2.4030 -1.9231 -2.8578
38 H 4.3589 1.8849 -3.1612
39 H 2.9711 2.8158 -2.5899
40 H 2.8538 1.8795 -4.0812
41 H 1.6797 -0.1427 -4.3902
42 H 0.2304 -0.2957 -6.3380
43 H -2.2024 0.1276 -6.1331
44 H -3.1532 0.7833 -3.9388
45 H -2.2647 3.4867 -2.5270
46 H -4.4303 4.6527 -2.1583
47 H -6.2616 3.5027 -0.9601
48 H -5.9392 1.2014 -0.1198
49 H -3.7748 0.0277 -0.5203
50 C 2.7127 -0.8369 4.9084
51 C 2.4340 -2.0855 4.3651
52 C 1.7427 -2.1855 3.1702
53 C 1.3293 -1.0323 2.4973
54 C 1.6171 0.2109 3.0468
55 C 2.3013 0.3105 4.2505
56 P 0.3589 -1.1656 0.9634
57 C -1.1960 -1.9642 1.4984
58 C -1.1904 -3.3284 1.8032
59 C -2.3408 -3.9508 2.2565
60 C -3.5151 -3.2245 2.4063
61 C -3.5313 -1.8720 2.1079
62 C -2.3779 -1.2450 1.6560
63 C 1.1431 -2.4775 -0.0127
64 C 0.3665 -3.1610 -0.9521
65 C 0.9106 -4.2090 -1.6754
66 C 2.2333 -4.5828 -1.4680
67 C 3.0153 -3.8893 -0.5578
68 C 2.4803 -2.8258 0.1568
69 H 3.2566 -0.7627 5.8411
70 H 2.7572 -2.9840 4.8746
71 H 1.5254 -3.1657 2.7660
72 H 1.3368 1.1092 2.5206
73 H 2.5206 1.2861 4.6656
74 H -0.2882 -3.9133 1.6816
75 H -2.3214 -5.0072 2.4909
76 H -4.4148 -3.7158 2.7532
77 H -4.4423 -1.2992 2.2264
78 H -2.4117 -0.1892 1.4337
79 H -0.6727 -2.8903 -1.1009
80 H 0.2979 -4.7463 -2.3873
81 H 2.6546 -5.4102 -2.0242
82 H 4.0470 -4.1750 -0.3981
83 H 3.1006 -2.2917 0.8646


Entry 2:
Entry from OMol25: C39H34ClHgI2NO2PS as an isolated structure in a non-equilibrium geometry (wB97M-V/def2-TZVPD).

E_LUMO (alpha / beta) in eV: 3.93 / 3.92
Spin multiplicity: 2
⟨S²⟩: 0.756
Energy in eV: -99598.066
Charge: -2

CARTESIAN COORDINATES (ANGSTROEM)
1 Hg 0.7426 -2.1352 0.1977
2 O 3.6459 -1.3642 -2.0351
3 S 3.8630 -0.8294 -0.6650
4 C 5.6555 -0.8826 -0.4033
5 C 6.4846 -1.0401 -1.5005
6 C 7.8566 -1.1278 -1.3078
7 C 8.3849 -1.0651 -0.0233
8 C 7.5424 -0.9078 1.0687
9 C 6.1688 -0.8186 0.8827
10 C 3.8093 0.9746 -0.8330
11 C 3.6544 1.5048 -2.0999
12 C 3.5125 2.8793 -2.2448
13 C 3.5223 3.7015 -1.1251
14 C 3.6770 3.1529 0.1419
15 C 3.8167 1.7821 0.2942
16 H 6.0371 -1.1049 -2.4855
17 H 8.5145 -1.2559 -2.1590
18 H 9.4542 -1.1545 0.1273
19 H 7.9522 -0.8705 2.0705
20 H 5.5023 -0.7127 1.7324
21 H 3.6089 0.8290 -2.9459
22 H 3.3687 3.3055 -3.2304
23 H 3.3856 4.7702 -1.2373
24 H 3.6569 3.7892 1.0175
25 H 3.8905 1.3452 1.2847
26 Cl 0.0685 2.2430 1.8360
27 C -1.1434 1.2966 0.8326
28 C -3.1581 1.1200 -0.2586
29 C -3.2512 0.8824 -1.7141
30 C -2.1262 0.9497 -2.4331
31 C -0.9190 1.4787 -1.7035
32 C -0.5082 0.6718 -0.4255
33 C 0.8224 0.1297 -0.3692
34 H -4.1252 1.2507 0.2242
35 H -4.1850 0.5367 -2.1447
36 H -2.0741 0.6878 -3.4840
37 H -0.0607 1.5967 -2.3647
38 H 1.4180 0.4604 0.4790
39 H 1.3490 0.2060 -1.3172
40 N -1.1425 -1.6448 1.2951
41 P -2.1031 -0.4150 0.7209
42 C -2.1519 2.2319 0.1589
43 C -1.3608 2.7952 -1.0265
44 C -2.1452 3.8068 -1.8117
45 C -2.9996 4.6024 -1.1669
46 C -3.2393 4.4310 0.2780
47 C -2.8340 3.3323 0.9187
48 C -3.0000 -1.5967 -0.4669
49 C -2.2974 -2.2704 -1.4668
50 C -2.9345 -3.1091 -2.3740
51 C -4.3123 -3.2800 -2.3192
52 C -5.0371 -2.5746 -1.3665
53 C -4.3880 -1.7417 -0.4632
54 C -3.2508 -0.4237 2.2176
55 C -3.1332 0.5800 3.1752
56 C -3.7147 0.4641 4.4354
57 C -4.4240 -0.6750 4.7715
58 C -4.5245 -1.7067 3.8435
59 C -3.9242 -1.5900 2.5985
60 H -0.4681 3.3006 -0.6368
61 H -1.9622 3.9137 -2.8767
62 H -3.5406 5.3809 -1.6960
63 H -3.7876 5.2058 0.8037
64 H -3.0660 3.1873 1.9676
65 H -1.2317 -2.1107 -1.5731
66 H -2.3512 -3.6218 -3.1309
67 H -4.8160 -3.9351 -3.0209
68 H -6.1176 -2.6652 -1.3329
69 H -4.9785 -1.1768 0.2488
70 H -2.5422 1.4584 2.9534
71 H -3.5780 1.2550 5.1637
72 H -4.8681 -0.7781 5.7554
73 H -5.0426 -2.6233 4.1039
74 H -3.9467 -2.4341 1.9235
75 C 0.1851 -5.1556 -0.2128
76 C 1.3396 -4.2097 0.0482
77 O 2.4676 -4.6347 0.1039
78 H 0.5187 -6.1949 -0.1430
79 H -0.1962 -4.9554 -1.2189
80 H -0.6289 -4.9584 0.4880
81 I -0.0110 -1.1079 3.0053
82 I 1.7247 -0.6315 5.6466


Entry 3:
Entry from OMol25: C39H34ClIrN3SSi2 as an isolated structure in a non-equilibrium geometry (wB97M-V/def2-TZVPD).

E_LUMO (alpha / beta) in eV: -5.33 / -9.06
Spin multiplicity: 6
⟨S²⟩: 8.790
Energy in eV: -87393.739
Charge: +2

CARTESIAN COORDINATES (ANGSTROEM)
1 C -1.7577 -0.7109 4.0745
2 C -2.7558 -0.4580 3.0600
3 C -2.4257 -1.3536 1.9174
4 H -3.7283 0.0021 3.1891
5 C -1.2932 -2.1529 2.3446
6 C -0.9360 -1.7676 3.6408
7 H -0.2091 -2.2777 4.2582
8 H -1.7678 -0.2554 5.0635
9 H -3.1014 -1.5601 1.0959
10 H -0.8331 -2.9244 1.7445
11 Ir -1.3382 0.3417 1.7852
12 Si -0.5602 1.3142 -2.1218
13 C -0.2197 2.5787 -3.5835
14 C 0.9641 2.6150 -4.3205
15 H 1.8329 1.9892 -4.0514
16 C 1.0587 3.4346 -5.4643
17 H 1.9856 3.4598 -6.0384
18 C -0.0265 4.2197 -5.8736
19 H 0.0478 4.8562 -6.7647
20 C -1.2032 4.1923 -5.1128
21 H -2.0537 4.8072 -5.3979
22 C -1.3035 3.3711 -3.9756
23 H -2.2479 3.3339 -3.4114
24 C -0.3155 -0.2228 -3.3638
25 C -1.4488 -0.8320 -3.9117
26 H -2.4352 -0.3903 -3.7364
27 C -1.3374 -2.0089 -4.6579
28 H -2.2444 -2.5070 -5.0045
29 C -0.1082 -2.5963 -4.9216
30 H -0.0372 -3.5475 -5.4413
31 C 1.0309 -1.9395 -4.4828
32 H 2.0103 -2.3874 -4.6480
33 C 0.9292 -0.7198 -3.7874
34 H 1.8608 -0.1834 -3.5662
35 H -2.0270 1.4663 -1.9089
36 Si 2.0662 -1.4103 -0.7711
37 C 0.8372 -2.8050 -1.0283
38 C -0.5520 -2.6903 -1.1985
39 H -1.0296 -1.7165 -1.1819
40 C -1.3671 -3.7719 -1.5530
41 H -2.4301 -3.6144 -1.7795
42 C -0.7988 -5.0388 -1.6937
43 H -1.4164 -5.8799 -2.0235
44 C 0.5609 -5.2048 -1.3918
45 H 1.0058 -6.1972 -1.4901
46 C 1.3503 -4.1089 -1.0188
47 H 2.4049 -4.2461 -0.7668
48 C 0.9108 0.2077 -0.5198
49 C -0.4491 0.2963 0.0031
50 H -1.2295 -0.3813 -0.4065
51 C -1.1369 1.6277 0.3582
52 H -2.2323 1.5634 0.1381
53 C -0.3756 2.8296 0.0419
54 H -0.7424 3.8262 0.3508
55 C 0.7595 2.7161 -0.7402
56 H 1.2690 3.6089 -1.1373
57 C 1.2746 1.4299 -1.1796
58 H 2.1809 1.4921 -1.7858
59 H 2.5102 -1.6764 0.4963
60 Cl 3.6779 -1.1853 -2.0297
61 N 1.8749 1.1752 4.7397
62 C 0.9833 2.1950 4.9165
63 C 0.6206 2.9287 6.0465
64 C -0.6376 3.5460 6.0205
65 C -1.4861 3.5061 4.8931
66 C -1.1141 2.7906 3.7559
67 C 0.0642 2.0489 3.8601
68 N 0.3323 0.8713 3.1908
69 C 1.4239 0.3255 3.7923
70 C 2.0102 -0.9982 3.8248
71 C 2.5154 -1.5365 5.0159
72 S 3.1257 -3.1218 4.7685
73 C 2.7176 -2.9570 3.0760
74 N 2.1723 -1.7898 2.7181
75 H 2.7271 1.0438 5.3107
76 H 1.3229 2.9848 6.8712
77 H -0.9755 4.0993 6.8931
78 H -2.4364 4.0442 4.8934
79 H -1.6809 2.7093 2.8199
80 H 2.4794 -1.0098 5.9487
81 H 2.9070 -3.7131 2.3247


Entry 4:
Entry from OMol25: C39H34ClN3SScSi2 as an isolated structure in a non-equilibrium geometry (wB97M-V/def2-TZVPD).

E_LUMO (alpha / beta) in eV: -3.54 / -3.69
Spin multiplicity: 1
Energy in eV: -105272.929
Charge: +1

CARTESIAN COORDINATES (ANGSTROEM)
1 C 2.1497 3.6150 -1.3009
2 C 2.7309 2.3923 -0.8684
3 C 2.4153 1.3934 -1.8364
4 H 3.3611 2.2525 0.0093
5 C 1.6051 2.0069 -2.8604
6 C 1.4251 3.3755 -2.5033
7 H 0.9070 4.1264 -3.0994
8 H 2.3188 4.5856 -0.8431
9 H 2.7970 0.3734 -1.8311
10 H 1.2477 1.5418 -3.7802
11 Sc 0.2746 1.8943 -0.8491
12 Si 0.2170 -2.3098 -1.2594
13 C 0.1629 -3.7112 0.0900
14 C -1.0367 -4.2995 0.5072
15 H -1.9994 -3.9009 0.1698
16 C -1.0225 -5.4127 1.3577
17 H -1.9675 -5.8605 1.6668
18 C 0.1914 -5.9301 1.8072
19 H 0.2079 -6.7931 2.4748
20 C 1.3859 -5.3248 1.4154
21 H 2.3392 -5.7018 1.7825
22 C 1.3708 -4.2152 0.5678
23 H 2.3093 -3.7424 0.2711
24 C -0.8621 -3.2355 -2.5132
25 C -0.3331 -4.4849 -2.8912
26 H 0.6614 -4.7741 -2.5384
27 C -1.0657 -5.3934 -3.6581
28 H -0.6345 -6.3632 -3.9037
29 C -2.3511 -5.0597 -4.0954
30 H -2.9316 -5.7701 -4.6849
31 C -2.8725 -3.8084 -3.7653
32 H -3.8719 -3.5327 -4.1055
33 C -2.1297 -2.8940 -2.9991
34 H -2.5655 -1.9211 -2.7729
35 H 1.6230 -2.4092 -1.7344
36 Si -1.2702 -1.5609 2.4234
37 C -1.2258 -0.9268 0.6809
38 C 0.0051 -0.8367 -0.1375
39 H 0.9614 -0.7396 0.3817
40 C -0.0835 -0.4137 -1.5430
41 H 0.8034 -0.2252 -2.1682
42 C -1.3063 0.1723 -1.9951
43 H -1.3607 0.4824 -3.0378
44 C -2.4325 0.1145 -1.1923
45 H -3.3750 0.5187 -1.5658
46 C -2.4013 -0.4764 0.0789
47 H -3.3398 -0.5756 0.6274
48 C 0.3778 -2.0624 3.1107
49 C 1.5869 -1.3981 2.8166
50 H 1.5699 -0.4554 2.2726
51 C 2.8100 -1.9304 3.2301
52 H 3.7410 -1.4508 2.9186
53 C 2.8490 -3.0589 4.0564
54 H 3.8092 -3.4707 4.3912
55 C 1.6435 -3.6536 4.4558
56 H 1.6655 -4.5215 5.1173
57 C 0.4218 -3.1731 3.9866
58 H -0.5037 -3.6728 4.2749
59 H -1.7946 -0.5676 3.2792
60 Cl 0.5675 1.5993 1.4437
61 N -1.3451 5.9386 0.7302
62 C -0.2315 6.1526 1.5393
63 C 0.1555 7.2726 2.2543
64 C 1.4390 7.2453 2.8323
65 C 2.2687 6.1191 2.6941
66 C 1.8630 5.0093 1.9428
67 C 0.6093 5.0478 1.3277
68 N 0.0179 4.2131 0.3945
69 C -1.1655 4.7534 0.0707
70 C -2.0133 4.2131 -0.9650
71 C -3.1818 4.7498 -1.4731
72 S -3.6179 3.9560 -2.9519
73 C -2.2255 2.9541 -2.8016
74 N -1.5185 3.1110 -1.6726
75 H -2.1462 6.5480 0.6257
76 H -0.5246 8.1202 2.3408
77 H 1.7993 8.1072 3.3965
78 H 3.2479 6.1170 3.1761
79 H 2.4668 4.1171 1.8167
80 H -3.7212 5.5744 -1.0224
81 H -1.9524 2.2544 -3.5872